No. 1
17
Properties=species:S:1:pos:R:3:forces:R:3 method="wB97M-V/def2-TZVPD" relative_energy_ev=4.6560 orbital_gap_ev=8.52 spin_multiplicity=1 homo_ev=-12.45 charge=+1 e_lumo_ev=-3.9
Br 0.452 2.080 -3.024 -0.180 -0.029 0.490
H -1.964 -1.991 -0.170 0.247 2.434 -0.543
H 0.362 1.408 1.933 0.032 -0.766 -2.421
C -0.086 1.031 0.889 -0.874 1.231 4.803
H -2.238 -0.125 -0.158 -1.032 1.378 1.401
N 1.642 -0.557 1.000 2.748 1.692 -1.479
H -2.108 -0.923 -1.696 0.838 -0.092 1.933
C -1.725 -0.908 -0.590 0.990 -3.699 -3.215
H 2.356 -0.271 0.156 -2.171 -0.640 1.956
C -0.181 -0.749 -0.612 -1.438 1.364 -1.599
H 1.829 -1.526 1.211 0.098 -0.553 0.177
H 1.974 0.048 1.835 -1.095 -1.150 -1.468
N 0.211 -0.417 0.722 1.108 0.990 -0.630
C 0.171 1.414 -1.321 0.041 -3.282 0.795
H 0.255 -1.528 -1.294 0.375 0.858 1.348
H -1.120 1.099 1.313 0.302 -0.058 -1.310
N 0.171 1.915 -0.194 0.011 0.322 -0.239

---

No. 2
16
Properties=species:S:1:pos:R:3:forces:R:3 method="wB97M-V/def2-TZVPD" relative_energy_ev=4.9060 orbital_gap_ev="7.64 / 4.12" spin_multiplicity=1 homo_ev="-8.99 / -7.87" e_lumo_ev="-1.4 / -3.7"
C -0.604 0.441 0.213 -2.745 -2.434 -2.845
H -0.318 -0.985 1.736 -1.145 -0.177 1.932
H -2.497 -0.414 0.616 -1.310 -2.199 -0.071
Br 4.415 1.922 -0.013 -0.129 -0.074 -0.065
H 1.932 1.456 -1.100 0.610 0.123 -0.217
H -0.084 -1.639 0.231 0.743 0.656 0.149
O -1.243 -0.479 -2.129 0.640 1.112 1.857
H 1.025 0.966 -3.617 0.591 0.002 0.356
H -2.000 0.851 1.756 -0.121 -0.623 -0.091
C -2.053 0.504 0.710 2.754 1.104 1.766
H -2.601 1.248 0.264 -1.386 1.614 -1.583
Si 0.943 1.174 -2.147 -1.453 -0.174 -0.107
C -0.546 0.220 -1.390 0.254 -0.348 -0.296
H -0.210 1.376 0.304 1.637 2.455 0.750
H 1.144 -0.560 1.124 0.404 -0.061 -0.743
C 0.112 -0.717 0.830 0.655 -0.974 -0.791

---

No. 3
15
Properties=species:S:1:pos:R:3:forces:R:3 method="wB97M-V/def2-TZVPD" relative_energy_ev=0.0000 orbital_gap_ev=9.98 spin_multiplicity=1 homo_ev=-9.25 e_lumo_ev=0.7
H 1.750 -0.123 -1.356 1.222 0.488 -0.616
H -1.755 0.703 0.460 0.212 0.243 0.193
Si -0.113 0.223 2.348 -0.977 -0.784 0.073
Br -1.992 -0.035 3.602 0.379 0.408 -0.095
H 0.674 1.409 2.567 0.140 0.722 0.466
C -0.110 -0.121 -0.584 -2.933 1.565 2.648
C -0.638 0.402 -1.953 4.160 -0.236 1.297
C -0.758 0.296 0.626 1.982 -1.927 -3.904
H 0.066 1.294 -2.077 -1.269 -0.852 -0.378
H -0.357 -0.323 -2.690 0.506 -0.439 -0.672
C 1.233 -0.798 -0.726 -0.858 3.543 2.878
H 0.658 -0.904 2.885 0.249 -0.209 -0.409
H 1.225 -1.701 -1.147 -0.488 -3.643 -1.966
H -1.618 0.598 -2.190 -2.410 0.866 0.499
H 1.734 -0.921 0.236 0.085 0.256 -0.013

---

No. 4
14
Properties=species:S:1:pos:R:3:forces:R:3 method="wB97M-V/def2-TZVPD" relative_energy_ev=2.5278 orbital_gap_ev=11.03 spin_multiplicity=1 homo_ev=-10.05 e_lumo_ev=1.0
H 0.220 -1.504 -0.753 0.705 -0.620 -1.510
H -0.141 0.326 1.623 0.657 -0.704 -1.762
C 0.081 0.002 0.522 -1.902 4.670 1.418
H 1.215 0.439 -1.064 1.397 -0.274 -1.259
Cl -1.699 -0.193 -1.797 -0.074 0.013 0.852
H -0.870 1.588 -0.482 -2.112 -1.636 0.723
H 2.182 1.153 0.419 -1.188 -1.354 -0.878
H -1.930 0.372 0.749 0.177 0.634 -3.168
C 0.087 -1.408 0.284 -0.978 -4.083 0.082
H 0.763 -2.017 0.797 2.042 -0.417 0.718
H -0.793 -2.171 0.433 0.374 2.488 0.091
C 1.195 0.937 -0.129 0.959 -0.743 1.681
H 0.925 1.959 -0.389 -0.870 -0.008 0.463
C -1.236 0.517 -0.212 0.813 2.034 2.548

---

No. 5
25
Properties=species:S:1:pos:R:3:forces:R:3 method="wB97M-V/def2-TZVPD" orbital_gap_ev=9.49 spin_multiplicity=1 homo_ev=-9.40 e_lumo_ev=0.1
Cl 0.721 -4.209 1.794 -0.023 -0.149 0.065
Cl -0.186 -5.281 4.313 -0.002 0.009 -0.002
H -1.047 -1.947 0.557 0.022 -0.250 -0.188
C -0.692 -4.754 2.706 0.000 -0.010 0.005
H -1.565 0.425 -1.320 -0.277 0.133 -0.069
H 1.187 -0.181 -0.353 0.099 0.287 0.004
H -0.951 1.238 0.124 0.137 0.457 0.056
O 0.193 3.440 0.182 -1.109 -0.133 -0.441
Cl -1.455 -6.100 1.856 0.000 0.012 -0.004
O 0.059 -1.400 -1.564 0.309 0.071 -0.466
Cl -1.854 -3.427 2.864 0.037 -0.087 0.051
C 0.146 -0.459 -0.499 0.192 -0.814 0.592
O 2.179 2.221 -0.671 1.557 -0.527 1.115
C -0.374 -1.133 0.781 -0.115 1.018 -0.018
H 2.725 4.675 -3.651 -0.542 -0.195 0.072
P 0.907 2.751 -1.074 0.816 -0.349 -1.071
S 2.639 4.475 -2.321 0.316 0.352 0.043
O -0.001 1.651 -1.737 -1.086 0.756 0.485
H 0.942 -1.748 -1.753 -0.336 0.176 0.020
O 1.060 3.844 -2.234 -0.237 0.076 -0.011
C -0.672 0.770 -0.810 -0.026 -1.022 -0.717
H 0.447 -1.456 1.401 0.134 -0.337 0.111
H -2.115 2.970 0.160 0.307 -0.076 0.063
H -0.935 -0.411 1.374 -0.070 0.011 0.226
S -1.358 4.048 -0.126 -0.103 0.591 0.080

---

No. 6
19
Properties=species:S:1:pos:R:3:forces:R:3 method="wB97M-V/def2-TZVPD" orbital_gap_ev=10.53 spin_multiplicity=1 homo_ev=-10.65 e_lumo_ev=-0.1
H -0.067 -1.473 -1.330 -0.100 0.706 0.444
C 0.138 -0.842 0.810 -0.718 -1.049 -1.577
O 0.737 1.795 1.834 1.515 -2.898 1.068
H -1.396 1.041 -0.136 0.255 -0.510 -0.663
H 1.078 -0.129 -1.039 -0.755 -0.443 0.222
H -0.464 1.399 -1.612 -0.572 -0.535 0.446
Cl 2.114 -1.946 2.264 0.074 -0.003 -0.016
H -0.141 -1.917 0.915 0.527 0.839 0.308
F 2.516 0.679 3.350 -1.346 0.004 -2.081
C -1.000 0.578 -1.072 0.118 -0.272 -0.772
H -1.758 -0.049 -3.035 -0.383 -0.107 0.621
H -0.596 -0.257 1.401 0.744 -0.143 -0.311
H -2.570 -0.916 -1.650 0.194 0.848 -0.296
S 1.894 0.885 1.839 1.967 4.544 -2.484
O 2.991 1.447 1.011 -2.001 -2.229 2.485
N 1.557 -0.681 1.231 -0.491 0.428 1.428
C 0.075 -0.531 -0.752 0.057 1.022 0.763
C -2.162 0.062 -2.005 0.590 0.589 0.521
H -2.947 0.852 -2.022 0.325 -0.791 -0.106